Record 1
{"formula": "C7H19IO2V", "method": "ωB97M-V/def2-TZVPD", "symbols": ["H", "H", "H", "C", "H", "H", "C", "H", "H", "O", "H", "H", "O", "C", "C", "I", "C", "C", "H", "H", "H", "H", "H", "H", "H", "H", "V", "H", "C", "H"], "xyz": [[0.5569, -1.8770, 3.2940], [1.6008, -1.3611, -2.8788], [-2.1435, 3.9554, 2.9556], [0.6815, -0.8794, -2.5091], [2.1403, -2.1402, -0.2877], [0.9951, -3.1699, 1.4890], [0.3695, -0.9702, 2.7178], [-2.0525, 2.1469, -0.7786], [-1.9713, 0.7332, -1.9032], [0.5210, -1.0848, -1.0841], [-4.4244, 3.8897, 2.1258], [-2.2329, 5.1960, 1.7090], [-0.1798, -1.3420, 1.4155], [-3.6406, 3.5718, 1.4321], [0.3343, -2.6356, 0.7773], [1.1396, 2.2056, 0.2634], [-2.0589, 1.0607, -0.8605], [-2.2858, 4.1158, 1.8825], [1.2916, -0.3912, 2.5753], [-1.4487, 3.6473, 1.3546], [-0.3967, -0.3528, 3.2010], [-3.9117, 3.9497, 0.4424], [-3.6487, 2.4806, 1.3893], [-2.9298, 0.6187, -0.3484], [0.9351, -3.1660, -1.2050], [-0.2000, -1.2843, -3.0308], [-0.4228, 0.2165, 0.1603], [0.7548, 0.2029, -2.6766], [1.0738, -2.3206, -0.5106], [-0.5837, -3.2126, 0.5579]], "atomic_forces_ev_per_a": [[-0.1, 0.2, 0.0], [-0.3, 0.1, 0.4], [0.1, 0.0, -0.1], [0.0, 0.1, -1.0], [-0.4, 0.0, -0.5], [-0.6, 0.4, -0.3], [0.1, 0.3, 0.3], [0.1, 0.0, 0.2], [0.0, -0.1, 0.2], [-0.7, 0.0, 1.2], [0.1, -0.1, -0.2], [0.1, -0.2, 0.0], [0.4, -0.7, -1.2], [0.0, 0.2, -0.1], [-1.1, 0.3, 0.3], [-0.8, -1.1, 0.1], [0.2, -0.8, 0.5], [-0.2, 0.2, 0.2], [-0.2, -0.3, 0.1], [0.0, 0.0, -0.1], [0.2, -0.2, 0.0], [0.0, -0.1, 0.1], [-0.1, -0.1, 0.1], [0.2, 0.0, -0.1], [0.2, 0.5, 0.1], [0.4, 0.1, 0.2], [1.1, 0.9, -1.2], [0.0, -0.3, 0.1], [0.6, 0.2, 0.3], [0.5, 0.3, 0.4]], "orbital_gap_ha": [0.2140, 0.2878], "e_above_lowest_kj_mol": 0.0, "lumo_ev": [-11.24, -9.24], "charge": 2, "multiplicity": 2, "e_homo_ev": [-17.1, -17.1]}

Record 2
{"formula": "C7H19IOPS", "method": "ωB97M-V/def2-TZVPD", "symbols": ["H", "H", "C", "C", "H", "C", "P", "H", "H", "H", "H", "H", "S", "H", "O", "H", "C", "H", "H", "H", "C", "H", "C", "I", "H", "C", "H", "H", "H", "H"], "xyz": [[-1.1008, 1.5353, 0.6216], [1.3739, -1.9790, -1.4890], [-0.8812, 0.8089, 1.4129], [0.7972, 1.3320, -1.3736], [2.2606, -0.1437, -2.0785], [1.4751, 1.2494, 0.0145], [0.7752, -0.1337, 1.1664], [-0.3005, 1.2921, -1.3384], [-2.3245, -0.1808, 2.7283], [0.3010, -0.8151, -0.0239], [-0.6180, -0.7269, -1.9373], [2.0442, -0.8665, 1.0095], [1.7855, 0.8672, 2.9090], [-2.2458, -1.2685, -0.1717], [0.7736, -2.1769, -2.1979], [-0.1278, -0.9639, -3.6284], [1.2681, 0.2254, -2.3649], [-1.2623, -2.0459, 1.0676], [0.8924, 0.9279, 3.9390], [2.5407, 1.0266, -0.1706], [0.2406, -0.9150, -2.6017], [-3.0054, -2.0126, 1.2892], [-2.1529, -1.4353, 0.9037], [-3.8790, 1.0263, 0.8890], [1.0434, 2.3122, -1.8138], [-2.1314, -0.0932, 1.6601], [-0.7643, 1.4193, 2.3160], [1.4659, 2.2101, 0.5497], [1.4177, 0.7223, -3.3389], [0.3386, -1.1980, 2.0522]], "atomic_forces_ev_per_a": [[0.3, -0.4, -0.1], [0.3, 0.0, 0.7], [-1.0, 0.1, 0.6], [0.5, 0.0, 0.0], [-0.3, -0.2, 0.0], [-0.2, 0.2, -0.2], [0.3, -0.6, -1.5], [0.2, 0.0, 0.3], [-0.1, -0.2, -0.2], [-0.4, -0.1, 0.2], [0.0, 0.2, -0.4], [0.1, 0.0, 0.2], [0.6, 0.6, 1.6], [-0.1, -0.1, 0.2], [-0.3, -0.3, -1.3], [0.3, -0.2, 0.0], [-0.7, 0.8, -0.8], [0.0, 0.3, 0.2], [0.2, -0.1, -0.6], [-0.2, 0.0, 0.2], [0.3, 0.2, 1.5], [0.0, 0.1, -0.4], [-0.5, 0.1, 0.6], [-0.1, -0.1, 0.3], [-0.1, -0.2, 0.1], [1.2, 0.3, -1.0], [0.0, 0.0, -0.2], [-0.2, -0.1, -0.3], [0.1, -0.2, 0.2], [-0.1, 0.1, 0.1]], "orbital_gap_ha": 0.2457, "lumo_ev": 2.63, "charge": -1, "e_homo_ev": -4.1}

Record 3
{"formula": "C7H19N2O2PS", "method": "ωB97M-V/def2-TZVPD", "symbols": ["H", "N", "H", "C", "H", "H", "H", "H", "C", "H", "C", "H", "H", "H", "C", "S", "H", "H", "H", "C", "H", "H", "H", "C", "P", "H", "H", "O", "N", "C", "O", "H"], "xyz": [[3.5170, 1.9289, -0.8290], [1.7685, -0.2287, 0.4610], [2.5470, 0.9536, -2.0067], [3.3438, 0.8806, -1.1606], [-2.5159, -0.1737, -1.3214], [-1.3150, -2.4613, -0.7277], [-2.9311, -3.6138, 0.6768], [4.2734, 0.7186, -1.7632], [-2.7437, 2.9055, -0.1724], [-1.1841, -0.2563, 1.0392], [-1.8196, -1.8108, -0.0473], [-2.3675, 3.6940, -0.9532], [-3.2490, -1.9670, 1.3933], [-3.2806, 2.1700, -0.9279], [3.9842, 0.4364, 1.1689], [-1.4805, 2.1330, 0.8622], [-1.7346, -2.8926, 1.7322], [1.4852, 0.4395, 1.1001], [4.9754, 0.7400, 0.9362], [3.1837, -0.0884, 0.0167], [-3.4146, -1.5570, -1.6407], [-3.7268, -0.5882, -0.2862], [-3.3527, 3.4399, 0.5702], [-2.5663, -2.6299, 1.0349], [0.4952, -0.5461, -0.5885], [4.2295, -0.3049, 1.9335], [3.4186, -1.0776, -0.2463], [0.8130, -1.4033, -1.6987], [-0.7619, -1.0548, 0.5248], [-2.9434, -1.0266, -0.7901], [-0.2269, 1.9586, 0.0904], [3.5797, 1.2826, 1.6193]], "atomic_forces_ev_per_a": [[-0.5, -0.6, 0.2], [0.3, -1.4, -1.7], [0.9, -0.6, 1.9], [0.3, 1.3, -2.4], [0.4, 0.2, -0.1], [-0.1, -0.6, -0.7], [-0.3, 0.9, 0.0], [-0.5, -0.4, 0.7], [0.0, 0.3, -3.0], [0.8, -0.5, -0.3], [-2.6, -1.1, -0.7], [-0.1, -1.2, 1.8], [-2.2, 1.1, 1.7], [0.6, 1.1, 2.1], [1.3, -1.9, 0.6], [-1.8, 0.5, 0.7], [-1.0, 0.2, 0.2], [-0.5, 1.7, 1.6], [0.9, 0.4, -1.1], [-1.6, 1.4, -0.5], [0.3, -0.4, 0.6], [-1.6, 0.5, 2.1], [-0.4, -0.4, -0.5], [4.2, -2.3, -1.0], [-1.0, 1.9, 3.7], [-0.7, -0.2, 0.1], [0.9, -1.2, -0.5], [0.3, -1.6, -1.8], [0.9, 1.9, -0.1], [2.3, -0.2, -3.0], [1.8, -0.6, -1.3], [-1.2, 1.4, 0.8]], "orbital_gap_ha": [0.3075, 0.2073], "e_above_lowest_kj_mol": 0.0, "lumo_ev": [-0.13, -1.23], "e_homo_ev": [-8.5, -6.9]}

Record 4
{"formula": "C7H19N2Si", "method": "ωB97M-V/def2-TZVPD", "symbols": ["C", "H", "C", "H", "H", "H", "N", "H", "C", "H", "H", "H", "H", "C", "H", "H", "N", "H", "H", "Si", "H", "H", "H", "C", "H", "C", "H", "H", "C"], "xyz": [[0.9584, 2.4687, 1.1478], [-0.5466, -0.8016, 0.5481], [3.0778, 2.4310, -0.0641], [-4.5162, -1.7198, 0.1437], [1.7322, -2.8956, -0.5499], [-2.4680, -1.4123, -2.4904], [-2.3578, -1.6096, -0.4033], [-3.2821, -1.3220, 1.3162], [0.3325, -0.8975, 1.1634], [0.5407, 3.1914, 0.5401], [0.0301, -0.6345, 2.1207], [1.4064, 3.0828, 1.9076], [3.2694, 3.2258, 0.5480], [2.4710, -2.3247, -1.0325], [3.0471, -2.8847, -1.7988], [0.5633, -1.9558, 1.2549], [1.9818, 1.6248, 0.5222], [0.1384, 1.9603, 1.4730], [-2.3985, -2.5506, -0.7389], [1.8479, -0.0044, 0.3804], [-3.5423, -0.1754, 0.1246], [-2.3690, 0.1521, -1.7039], [3.8801, -0.9101, -1.3251], [-3.5213, -1.1532, 0.2925], [2.8984, 2.7535, -1.0762], [-2.0691, -0.7980, -1.6730], [-0.9858, -0.7186, -1.8186], [3.9656, 1.7941, -0.1121], [2.9451, -1.0881, -0.7682]], "atomic_forces_ev_per_a": [[2.3, 0.3, 0.3], [-0.4, -0.1, -0.7], [0.2, -3.0, -1.2], [1.4, 1.1, -0.4], [-1.3, -0.1, 0.5], [0.1, 0.8, -0.3], [1.4, 1.4, -2.4], [-0.3, 0.1, 1.2], [2.1, -0.1, -1.6], [-0.5, 1.3, -2.3], [-0.1, 1.1, 1.9], [0.3, -0.2, 0.9], [0.5, 2.1, 1.6], [2.1, 0.4, -0.9], [-0.5, 0.2, 0.6], [0.1, -0.2, -0.3], [-0.1, 0.9, -0.6], [-1.9, -1.8, 1.4], [-0.2, -0.5, 0.3], [-0.6, -2.2, -0.3], [-1.0, 4.2, -0.5], [-2.0, 3.6, 0.3], [-0.7, 0.9, 0.5], [-1.1, -4.8, 1.0], [-0.5, 0.2, -0.3], [1.5, -5.4, 0.6], [0.1, -0.3, 0.0], [0.1, 0.2, 0.1], [-0.9, -0.1, 0.6]], "orbital_gap_ha": 0.2714, "e_above_lowest_kj_mol": 59.9, "lumo_ev": -4.24, "charge": 1, "e_homo_ev": -11.6}